Record 1
A cluster of 7 separate species, C13H42N2O7 in total, computed with ωB97M-V with the def2-TZVPD basis set.

Cartesian coordinates (Å):
1 C -1.2644 -3.9012 -6.3270
2 C -0.0522 -4.7885 -5.9415
3 C 0.3247 -4.4995 -4.4740
4 O 0.9023 -3.2029 -4.4916
5 C 1.8440 -2.9120 -3.4009
6 N -0.4215 -6.2052 -6.0747
7 H -1.4654 -3.8694 -7.3978
8 H -1.0143 -2.8578 -6.1351
9 H -2.1908 -4.1212 -5.7965
10 H 0.8286 -4.6563 -6.5700
11 H 1.0697 -5.2777 -4.3083
12 H -0.2844 -4.6239 -3.5787
13 H 2.6764 -3.6129 -3.4640
14 H 1.3452 -3.2567 -2.4951
15 H 2.2601 -1.9046 -3.4050
16 H -0.5150 -6.4201 -7.0572
17 H 0.4020 -6.6968 -5.7581
18 C 4.4378 -1.5800 4.1817
19 C 5.6143 -0.7738 3.6936
20 C 6.1210 0.4484 4.5441
21 O 6.9940 1.2838 3.7179
22 C 7.5593 2.3851 4.3104
23 N 6.7216 -1.6454 3.3646
24 H 3.9998 -2.3681 3.5691
25 H 3.6226 -0.9057 4.4440
26 H 4.7186 -2.1547 5.0643
27 H 5.2609 -0.4288 2.7220
28 H 6.7037 0.2848 5.4507
29 H 5.2264 0.9314 4.9373
30 H 6.9253 2.6873 5.1439
31 H 7.6771 3.1282 3.5217
32 H 8.5882 2.2091 4.6244
33 H 7.3879 -1.0041 2.9586
34 H 6.5270 -2.2542 2.5826
35 C -5.3187 3.2242 4.5142
36 O -4.3530 4.2866 4.4736
37 H -6.2982 3.5295 4.8822
38 H -5.4384 2.7438 3.5432
39 H -4.8712 2.4449 5.1312
40 H -4.6826 5.1782 4.6077
41 C -4.2746 -3.6616 -0.4112
42 O -5.5957 -4.1839 -0.7904
43 H -3.8556 -2.9451 -1.1177
44 H -4.2987 -3.0590 0.4967
45 H -3.5417 -4.4653 -0.3395
46 H -5.6983 -5.0098 -0.3118
47 C -0.2077 2.3402 0.7289
48 O 0.1772 3.1543 -0.3535
49 H 0.5467 1.5568 0.8013
50 H -0.2902 2.9203 1.6480
51 H -1.1954 1.9377 0.5041
52 H -0.2786 3.9945 -0.2648
53 C -1.4759 8.6040 -0.0799
54 O -2.0744 7.3328 0.0783
55 H -1.5443 8.7172 -1.1618
56 H -1.9856 9.4394 0.4003
57 H -0.4471 8.6611 0.2755
58 H -1.9976 6.9215 0.9423
59 C -6.3887 1.7729 -1.8406
60 O -6.8977 0.8464 -0.8649
61 H -6.2125 1.3411 -2.8258
62 H -7.1913 2.4957 -1.9870
63 H -5.5073 2.3387 -1.5389
64 H -7.3331 0.1068 -1.2950

Results
DFT total energy = -1156.46493 Eh
charge = 0
maximum force = 3.2 eV/A
HOMO-LUMO gap = 0.350 Ha
structure (SMILES) = COC[C@H](C)N.COC[C@H](C)N.CO.CO.CO.CO.CO

Atom charges from the Mulliken analysis, given in e for atoms 1 to 5: number 1, C, carries -1.27; number 2, C, carries 0.55; number 3, C, carries -0.73; number 4, O, carries -0.32; number 5, C, carries -0.73

Record 2
A cluster of 7 separate species, C13H42N4O9 in total, computed with ωB97M-V with the def2-TZVPD basis set.

Cartesian coordinates (Å):
1 C -1.1146 4.8557 1.0720
2 O -0.6121 4.9402 2.4172
3 C 0.7000 4.4343 2.5309
4 C 1.1685 4.4984 3.9496
5 N 0.6240 3.4249 4.8207
6 C 1.1899 3.3431 6.1463
7 C 1.1554 4.6061 7.1372
8 O 2.0779 5.5795 6.6410
9 C 2.3352 6.8968 7.1846
10 H -0.3422 5.3690 0.4993
11 H -2.1435 5.2046 0.9837
12 H -1.0563 3.8154 0.7519
13 H 1.3814 5.0454 1.9389
14 H 0.9330 3.4146 2.2243
15 H 0.7248 5.4446 4.2595
16 H 2.2451 4.4463 4.1120
17 H -0.3546 3.6452 4.9380
18 H 2.2331 3.0676 5.9918
19 H 0.5796 2.6208 6.6885
20 H 1.3216 4.4394 8.2015
21 H 0.1000 4.8741 7.0890
22 H 2.9725 7.4404 6.4871
23 H 2.8608 6.7686 8.1308
24 H 1.3329 7.3136 7.2837
25 C 4.5144 -5.3723 -12.4170
26 O 4.4257 -5.2614 -10.9839
27 C 3.5473 -4.3142 -10.4931
28 C 3.7209 -4.2291 -9.0019
29 N 3.7810 -2.8936 -8.4259
30 C 2.4090 -2.2879 -8.2950
31 C 1.6575 -2.7125 -6.9595
32 O 2.1736 -2.3144 -5.7449
33 C 1.3698 -2.4866 -4.5639
34 H 4.8200 -4.3643 -12.6972
35 H 3.6039 -5.6119 -12.9663
36 H 5.3903 -5.9693 -12.6710
37 H 2.5307 -4.6228 -10.7368
38 H 3.9763 -3.4419 -10.9862
39 H 4.6359 -4.7203 -8.6707
40 H 2.8558 -4.7774 -8.6288
41 H 4.1460 -2.9867 -7.4888
42 H 1.8156 -2.7697 -9.0721
43 H 2.4680 -1.2169 -8.4890
44 H 1.6951 -3.8019 -6.9668
45 H 0.6497 -2.3597 -7.1784
46 H 0.6359 -3.2921 -4.5872
47 H 0.6698 -1.6546 -4.4879
48 H 1.7924 -2.5243 -3.5599
49 C -6.3544 -2.6629 7.5098
50 O -6.8531 -1.8929 8.2486
51 N -6.2343 -3.9416 7.8038
52 N -5.7454 -2.3083 6.4223
53 H -5.8225 -4.5628 7.1222
54 H -6.7849 -4.2276 8.6008
55 H -5.7128 -1.3113 6.2641
56 H -5.5391 -3.0467 5.7648
57 O -6.2925 -2.9417 -0.7702
58 H -7.0498 -3.4153 -1.1142
59 H -6.3250 -3.0910 0.1748
60 O -2.5396 -0.0953 2.4544
61 H -3.0753 -0.2987 3.2211
62 H -2.0474 0.6862 2.7059
63 O -3.8664 3.9287 5.6460
64 H -3.7210 4.7701 5.2132
65 H -4.5105 4.1179 6.3283
66 O -0.5365 -3.4238 4.3000
67 H -0.4927 -2.7366 3.6352
68 H -0.0938 -3.0494 5.0617

Results
DFT total energy = -1416.50510 Eh
charge = 0
maximum force = 4.6 eV/A
HOMO-LUMO gap = 0.328 Ha
structure (SMILES) = COCCNCCOC.COCCNCCOC.NC(N)=O.O.O.O.O

Atom charges from the Mulliken analysis, given in e for atoms 1 to 5: number 1, C, carries -0.71; number 2, O, carries -0.27; number 3, C, carries -0.71; number 4, C, carries -0.52; number 5, N, carries -0.28

Record 3
A cluster of 7 separate species, C13H42NO6 in total, computed with ωB97M-V with the def2-TZVPD basis set.

Cartesian coordinates (Å):
1 N 26.0545 8.6801 -15.2307
2 H 26.6459 9.4226 -14.8854
3 H 25.5846 9.0365 -16.0507
4 H 25.3233 8.4853 -14.5617
5 H 26.5836 7.8470 -15.4450
6 C 27.3847 9.9533 -12.1407
7 O 27.3231 10.4458 -13.4933
8 H 28.3304 9.4561 -11.9250
9 H 27.3819 10.7412 -11.3875
10 H 26.6012 9.2326 -11.9066
11 H 28.1772 10.8752 -13.5812
12 C 22.2219 9.1469 -14.1631
13 C 22.9621 7.8483 -13.9250
14 C 23.2739 7.0939 -15.2145
15 O 24.2182 8.2362 -13.3510
16 H 21.1910 8.9620 -14.4650
17 H 22.7423 9.5928 -15.0107
18 H 22.2256 9.8981 -13.3734
19 H 22.4163 7.1784 -13.2605
20 H 23.9398 7.6227 -15.8964
21 H 22.3746 7.0174 -15.8257
22 H 23.7869 6.1438 -15.0659
23 H 24.0930 8.3294 -12.4038
24 C 25.1784 12.2400 -17.9817
25 C 24.3292 11.6767 -16.8095
26 C 22.9525 12.2446 -16.5275
27 O 24.1525 10.2281 -16.8926
28 H 26.1952 11.8631 -17.8716
29 H 25.2449 13.3272 -18.0229
30 H 24.8439 11.9089 -18.9649
31 H 24.9201 11.8287 -15.9062
32 H 23.0671 13.3021 -16.2891
33 H 22.2497 11.7797 -15.8361
34 H 22.4549 12.3510 -17.4914
35 H 23.6676 10.0499 -17.7018
36 C 30.3671 9.5018 -17.3723
37 C 28.9290 10.0191 -17.4025
38 C 27.9986 9.0759 -18.2286
39 O 28.4613 10.0161 -16.0836
40 H 30.7126 9.5137 -18.4060
41 H 30.4319 8.4774 -17.0055
42 H 30.9872 10.1214 -16.7244
43 H 28.7435 11.0095 -17.8184
44 H 28.0945 8.0753 -17.8070
45 H 28.2855 9.0250 -19.2789
46 H 26.9426 9.3409 -18.2804
47 H 29.1100 10.4542 -15.5279
48 C 25.0773 4.8034 -20.2023
49 C 25.4645 5.9373 -19.2505
50 C 24.7472 7.2075 -19.4708
51 O 25.0504 5.5496 -17.9539
52 H 25.7294 3.9493 -20.0198
53 H 25.1716 5.0762 -21.2534
54 H 24.0683 4.4513 -19.9877
55 H 26.5372 6.1032 -19.3491
56 H 23.6592 7.1411 -19.4660
57 H 24.9446 7.6516 -20.4465
58 H 25.0172 7.9219 -18.6931
59 H 24.1341 5.2633 -17.9646
60 O 27.0866 6.2705 -15.9935
61 H 26.3997 5.9216 -16.5615
62 H 27.5340 5.4954 -15.6540

Results
DFT total energy = -1026.46704 Eh
charge = +1
maximum force = 2.5 eV/A
HOMO-LUMO gap = 0.407 Ha

Atom charges from the Mulliken analysis, given in e for atoms 1 to 5: number 1, N, carries 0.53; number 2, H, carries 0.55; number 3, H, carries -0.50; number 4, H, carries 0.30; number 5, H, carries 0.39

Q: Which E_HOMO values were calculated for the entries above? A: -0.33760, -0.32171, -0.48150, in Eh.
Q: Which energy relative to the best compared isomer or geometry (same formula, charge and spin) values were calculated for the entries above? A: 71.7, 71.9, 14.4, in kcal per mole.